## one
DFT (wB97M-V/def2-TZVPD) results for an isolated molecule of CH6NPS.

Bonds (Å) are listed after each position.
Element x y z (Å)
1 C -1.01 -0.94 -0.47  S4 1.808, H5 1.138, H6 1.099, H7 1.079
2 N -0.58 1.34 0.91  S4 1.544, H8 1.001
3 P 1.86 0.11 -0.94  S4 2.118, H9 1.419
4 S 0.19 0.12 0.37  C1 1.808, N2 1.544, P3 2.118, H10 1.460
5 H -1.85 -0.18 -0.41  C1 1.138
6 H -0.49 -1.09 -1.43  C1 1.099
7 H -1.21 -1.88 0.01  C1 1.079
8 H -0.01 2.03 0.46  N2 1.001
9 H 2.63 0.99 -0.15  P3 1.419
10 H 0.48 -0.50 1.66  S4 1.460

Calculated values
LUMO (eV): 0.3
SMILES: C[S@H](=N)=P
Orbital gap (eV): 8.3855

=====

## two
DFT (wB97M-V/def2-TZVPD) results for an isolated molecule of CH6NPS.

Bonds (Å) are listed after each position.
Element x y z (Å)
1 C -0.96 -1.21 -0.28  S4 1.836, H5 1.108, H6 1.194, H7 1.097
2 N 0.54 1.36 0.75  P3 1.727, H8 1.053, H10 1.054
3 P 1.50 0.45 -0.37  N2 1.727, S4 2.179, H9 1.391
4 S 0.82 -1.58 0.00  C1 1.836, P3 2.179
5 H -1.48 -1.68 -1.13  C1 1.108
6 H -1.59 -1.44 0.70  C1 1.194
7 H -1.10 -0.13 -0.45  C1 1.097
8 H 0.99 1.21 1.69  N2 1.053
9 H 0.48 0.73 -1.28  P3 1.391
10 H 0.80 2.30 0.37  N2 1.054

Calculated values
LUMO (eV): 0.9
SMILES: CSPN
Orbital gap (eV): 9.8445

=====

Which is less stable than every other structure shown? one is.